1.
Here is C12H15HgN3 as an isolated structure from the Open Molecules 2025 dataset. Energies are from ωB97M-V/def2-TZVPD.

```
! wB97M-V def2-TZVPD RIJCOSX def2/J DEFGRID3
* xyz 2 1
Hg 4.49600 -1.63300 -6.38400
N 3.83100 -4.40100 -5.98100
C 4.96900 -4.53900 -6.74900
C 5.99200 -3.97400 -6.00100
C 5.55800 -3.72200 -4.67100
C 4.08300 -3.93000 -4.71200
H 2.94900 -4.95000 -6.19900
H 4.89600 -5.19500 -7.70300
H 7.00600 -3.99300 -6.29900
H 6.10100 -3.42600 -3.82100
H 3.27400 -3.90300 -3.99400
N 1.81900 -1.74300 -6.17000
C 1.97800 -2.43300 -7.39600
C 2.62700 -1.40500 -8.23600
C 2.63200 -0.17400 -7.58200
C 1.96100 -0.34500 -6.39100
H 1.33100 -2.14700 -5.33200
H 1.78100 -3.47400 -7.51700
H 2.87400 -1.43900 -9.22400
H 2.92300 0.73600 -8.06300
H 1.67600 0.41400 -5.72000
N 6.00100 -1.73400 -8.42100
C 5.68200 -0.43300 -8.55000
C 6.30700 0.30900 -7.46300
C 7.28300 -0.58400 -7.01800
C 7.17900 -1.78500 -7.69400
H 5.82600 -2.41100 -9.19600
H 5.05500 -0.06700 -9.39300
H 6.20500 1.34900 -7.15700
H 8.07700 -0.37800 -6.24400
H 7.83600 -2.58600 -7.66600
*
```

gap between HOMO and LUMO: 5.60 eV
energy above the lowest of the compared OMol25 structures with the same formula, charge and spin: 2.9 kcal per mole

Atom charges from the Mulliken analysis, given in e for atoms 1 to 8: Hg 1.44; N 0.01; C -0.12; C -0.97; C -0.48; C -0.52; H 0.38; H 0.36

2.
Here is a 2-piece molecular cluster, C12H15N2O2 overall from the Open Molecules 2025 dataset. Energies are from ωB97M-V/def2-TZVPD.

```
! wB97M-V def2-TZVPD RIJCOSX def2/J DEFGRID3
* xyz 1 1
C 2.49686 1.10893 3.06490
C 2.59010 0.67428 1.65089
C 1.40839 0.10311 1.07345
N 2.30664 -1.91110 0.32673
N 2.24915 -2.21999 -0.75598
O 3.62961 0.90550 0.99533
H 1.58809 0.73119 3.52294
H 3.38236 0.79351 3.62025
H 2.44390 2.20421 3.08898
H 0.73454 -0.48592 1.72968
C 0.92363 3.13768 0.46965
O 0.17168 1.95014 0.53235
C 0.77597 0.78578 -0.03706
C -0.38375 -0.02972 -0.62413
C -0.24690 -0.71907 -1.83342
C -1.27716 -1.50595 -2.32280
C -2.45778 -1.65213 -1.58846
C -3.52993 -2.60003 -2.03150
C -2.63417 -0.90806 -0.41357
C -1.60232 -0.10795 0.06263
H 0.63345 3.76342 1.33103
H 2.01937 2.99675 0.47997
H 0.58848 3.59331 -0.47608
H 1.46917 1.03296 -0.82322
H 0.65622 -0.59555 -2.42066
H -1.20309 -2.03188 -3.27782
H -4.39165 -2.56333 -1.35465
H -3.85990 -2.39035 -3.05677
H -3.15545 -3.63235 -2.01912
H -3.59021 -0.92833 0.12894
H -1.73531 0.50093 0.95750
*
```

gap between HOMO and LUMO: 4.98 eV
energy above the lowest of the compared OMol25 structures with the same formula, charge and spin: 51.3 kcal per mole

Atom charges from the Mulliken analysis, given in e for atoms 1 to 8: C -1.10; C 0.40; C 0.11; N 0.14; N -0.10; O -0.45; H 0.37; H 0.36

Record-wise HOMO values, in Ha: -0.56869; -0.45868